No. 1
Molecular formula: C5H12N2
Method: DFT, the ωB97M-V functional and the def2-TZVPD basis

Each line ends with the Mulliken charge.
Atoms and positions in Å:
C -1.01 0.26 -2.50  -0.258
N -0.26 1.02 -1.82  -0.460
C -0.85 1.56 -0.59  -0.217
C -0.21 2.92 -0.32  -1.212
H -2.05 0.11 -2.18  0.238
H -0.69 -0.20 -3.44  0.279
H -1.93 1.72 -0.70  0.415
H -0.74 0.88 0.26  0.253
H -0.72 3.39 0.52  0.356
H 0.85 2.86 -0.09  0.287
H -0.36 3.56 -1.19  0.313
C 0.21 -2.42 2.67  -0.816
C 0.54 -2.23 1.39  0.120
N 1.61 -1.46 0.95  -0.528
H 0.70 -1.96 3.52  0.243
H -0.58 -3.14 2.86  0.231
H -0.05 -2.74 0.64  0.302
H 2.16 -0.98 1.64  0.214
H 1.41 -0.83 0.18  0.239

Results
- Structure (SMILES): C=NCC.C=CN
- Net charge: 0
- Orbital gap: 9.4 eV
- LUMO level: 1.01 eV



No. 2
Molecular formula: C5H12N2
Method: DFT, the ωB97M-V functional and the def2-TZVPD basis

Each line ends with the Mulliken charge.
Atoms and positions in Å:
C -1.41 -0.66 0.58  -0.771
C -0.37 0.27 1.42  -0.444
C 0.57 1.23 0.69  -0.717
N 1.79 -1.45 0.35  -0.398
C 1.95 -0.60 -0.52  -0.219
C 1.19 0.71 -0.68  -0.456
N -1.89 0.01 -0.69  -0.639
H -0.93 -1.53 0.25  0.371
H -2.28 -0.85 1.11  0.465
H -1.01 0.95 2.06  0.392
H 0.16 -0.56 1.93  0.330
H 1.45 1.26 1.31  0.316
H 0.07 2.22 0.56  0.340
H -0.24 -1.36 -2.03  -0.134
H 0.31 -1.26 -2.55  0.145
H 2.62 -1.02 -1.21  0.538
H 1.69 1.45 -1.21  0.343
H -2.55 0.73 -0.28  0.267
H -1.12 0.45 -1.10  0.270

Results
- Net charge: 0
- Orbital gap: 6.1 eV
- LUMO level: -1.91 eV



No. 3
Molecular formula: C5H12N2
Method: DFT, the ωB97M-V functional and the def2-TZVPD basis

Each line ends with the Mulliken charge.
Atoms and positions in Å:
C 1.34 1.57 1.39  -0.369
C -2.57 0.55 0.14  -0.770
C -1.74 -0.50 -0.12  0.028
C -1.28 -0.88 -1.37  -0.269
N -0.17 -1.71 -1.55  -0.375
C 0.99 -1.13 -0.84  -0.723
N 2.33 0.62 1.02  -0.544
H 1.33 1.77 2.47  0.284
H 1.46 2.55 0.88  0.244
H -2.87 0.78 1.15  0.283
H -2.93 1.13 -0.70  0.261
H -1.34 -1.06 0.72  0.356
H -1.67 -0.39 -2.26  0.359
H -0.38 -2.66 -1.29  0.309
H 1.75 -1.87 -0.59  0.324
H 0.72 -0.66 0.10  0.191
H 1.46 -0.36 -1.44  0.291
H 0.33 1.20 1.15  -0.055
H 3.24 1.06 1.15  0.175

Results
- Net charge: 0
- Orbital gap: 3.2 eV
- LUMO level: -2.71 eV



No. 4
Molecular formula: C5H12N2
Method: DFT, the ωB97M-V functional and the def2-TZVPD basis

Each line ends with the Mulliken charge.
Atoms and positions in Å:
C 1.13 1.23 0.92  -1.176
C -1.93 -0.13 1.10  -0.642
C -1.86 -0.19 -1.28  -0.817
N 0.56 -0.01 0.41  -0.184
N -1.70 0.56 -0.07  -0.263
C 1.38 -0.80 -0.33  0.011
C 2.64 -0.56 -0.76  -0.831
H 0.91 -1.74 -0.63  0.342
H 1.45 1.89 0.10  0.361
H 2.00 1.05 1.57  0.385
H 0.36 1.76 1.49  0.291
H -1.20 0.20 -2.06  0.273
H -2.25 0.50 1.93  0.277
H -0.76 -0.41 1.27  0.436
H -2.46 -1.09 1.03  0.345
H -2.90 -0.03 -1.63  0.311
H -1.71 -1.27 -1.17  0.323
H 3.15 -1.28 -1.39  0.263
H 3.19 0.33 -0.49  0.295

Results
- Net charge: 0
- Orbital gap (alpha / beta): 6.9 / 9.3 eV
- LUMO level (alpha / beta): -1.01 / 0.57 eV



No. 5
Molecular formula: C5H12N2
Method: DFT, the ωB97M-V functional and the def2-TZVPD basis

Each line ends with the Mulliken charge.
Atoms and positions in Å:
C -3.04 0.40 -0.11  -1.296
C -1.81 -0.30 -0.68  -0.314
C -0.76 -0.64 0.43  -0.834
C 0.59 -0.03 0.26  0.296
N 0.69 1.32 0.53  -0.355
C 1.69 -0.79 0.04  -0.428
N 2.91 -0.25 -0.48  -0.438
H -3.73 0.77 -0.86  0.357
H -3.62 -0.32 0.46  0.335
H -2.81 1.21 0.58  0.349
H -2.12 -1.22 -1.16  0.267
H -1.36 0.37 -1.42  0.350
H -0.72 -1.72 0.54  0.351
H -1.22 -0.24 1.33  0.377
H 1.47 1.74 0.99  0.167
H -0.06 1.95 0.30  0.162
H 1.70 -1.82 0.40  0.266
H 3.57 -0.13 0.26  0.200
H 2.86 -0.06 -1.43  0.188

Results
- Structure (SMILES): CCC/C(N)=C/N
- Net charge: 0
- Orbital gap: 8.6 eV
- LUMO level: 1.06 eV



No. 6
Molecular formula: C5H12N2
Method: DFT, the ωB97M-V functional and the def2-TZVPD basis

Each line ends with the Mulliken charge.
Atoms and positions in Å:
C -0.59 1.26 -1.45  -0.634
C 0.80 1.06 -0.88  -0.651
C 1.02 -0.34 -0.26  -0.580
N -0.56 -1.06 3.06  -0.289
C 0.33 -0.96 2.11  0.119
C 0.06 -0.72 0.76  -0.349
N -1.12 0.05 -2.09  -0.501
H -1.29 1.49 -0.64  0.350
H -0.48 2.11 -2.14  0.350
H 1.58 1.16 -1.64  0.349
H 1.01 1.89 -0.21  0.358
H 2.06 -0.36 0.09  0.385
H 1.00 -1.07 -1.07  0.309
H -1.51 -1.37 2.87  0.282
H -0.29 -1.31 4.00  0.282
H 1.36 -0.99 2.40  0.388
H -0.97 -0.73 0.40  0.417
H -0.44 -0.34 -2.73  0.184
H -1.98 0.23 -2.59  0.233

Results
- Multiplicity: 2
- Net charge: +1
- Orbital gap (alpha / beta): 9.5 / 5.9 eV
- LUMO level (alpha / beta): -3.36 / -6.90 eV



No. 7
Molecular formula: C5H12N2
Method: DFT, the ωB97M-V functional and the def2-TZVPD basis

Each line ends with the Mulliken charge.
Atoms and positions in Å:
C 1.73 -0.29 0.15  -0.464
C 0.48 -0.63 1.02  -0.902
C -0.83 0.00 0.64  1.031
C -1.45 0.95 1.44  -0.978
C -1.00 -0.96 -1.73  -0.862
N -1.14 0.03 -0.64  -0.126
N 1.95 1.14 -0.02  -0.515
H 1.56 -0.79 -0.78  0.248
H 2.54 -0.61 0.80  0.316
H 0.63 -0.44 2.07  0.444
H 0.42 -1.72 0.95  0.350
H -0.98 1.37 2.32  0.347
H -2.23 1.59 1.03  0.343
H -1.73 -0.67 -2.46  0.359
H 0.02 -0.94 -2.11  0.325
H -1.28 -1.95 -1.38  0.332
H -1.91 0.65 -0.86  0.281
H 1.92 1.55 -0.95  0.257
H 1.31 1.71 0.51  0.215

Results
- Multiplicity: 2
- Net charge: +1
- Orbital gap (alpha / beta): 9.3 / 6.0 eV
- LUMO level (alpha / beta): -3.80 / -7.03 eV



No. 8
Molecular formula: C5H12N2
Method: DFT, the ωB97M-V functional and the def2-TZVPD basis

Each line ends with the Mulliken charge.
Atoms and positions in Å:
C -0.84 -1.48 1.49  -0.130
C -0.52 0.57 -0.83  0.720
C -1.64 1.40 -0.62  -0.848
C 1.47 -0.78 -1.72  -0.701
C 0.64 0.45 1.86  -0.862
N 0.40 0.17 -1.60  -0.113
N -0.16 -0.49 1.05  -0.150
H -0.67 -1.75 2.52  0.277
H -1.48 -2.16 1.03  0.349
H -1.83 2.05 -1.55  0.419
H -1.45 2.02 0.37  0.353
H -2.45 0.70 -0.45  0.330
H 1.08 -1.65 -2.24  0.365
H 1.86 -1.11 -0.72  0.314
H 2.35 -0.42 -2.37  0.313
H 0.90 0.13 2.85  0.406
H 0.26 1.51 2.01  0.298
H 1.71 0.30 1.49  0.308
H 0.36 0.55 -2.57  0.353

Results
- Net charge: +2
- Orbital gap: 9.7 eV
- LUMO level: -10.52 eV



> What is the net charge in the eighth record?

+2



> net charge of number 8 (C5H12N2)?

+2